Record 1
66
Properties=species:S:1:pos:R:3:forces:R:3 method="wB97M-V/def2-TZVPD" charge=-1 s_squared=2.018 homo_ev="-4.33 / -4.68" multiplicity=3 homo_lumo_gap_ha="0.193 / 0.206"
V 0.049830 -1.032269 0.238546 -0.5 -0.4 -0.5
C -1.414170 -1.159129 3.020834 -0.2 -1.5 -0.4
N -1.166105 -0.132422 2.006392 0.2 0.2 -0.5
C -2.437734 0.542138 1.613213 0.9 0.1 0.3
C -0.216817 0.771498 2.641327 -0.2 -0.1 0.3
C -0.609469 1.648853 3.660518 0.2 -0.4 -0.5
C 0.348271 2.428393 4.293625 0.2 0.3 -0.3
C 1.686010 2.341317 3.906265 -1.0 -0.5 -0.7
C 2.042405 1.430909 2.908646 1.4 0.4 1.1
C 1.134649 0.560571 2.315016 0.1 1.1 0.1
N 1.468824 -0.341648 1.329735 -0.6 -0.1 0.4
C 2.665583 -1.013693 1.219901 0.4 0.0 -0.8
C 3.679286 -1.071873 2.171197 -0.4 0.3 0.7
C 4.810906 -1.817404 1.967671 0.9 -0.4 -0.5
C 5.008233 -2.429990 0.730802 -0.4 -0.3 0.7
C 4.010163 -2.397907 -0.239553 0.0 0.6 0.7
C 2.835029 -1.708533 -0.006380 0.3 0.5 0.2
N 1.821381 -1.450872 -1.035385 0.4 -0.4 0.0
C 1.609268 -2.561535 -1.992383 -0.1 0.5 -0.7
C 2.248909 -0.262045 -1.796420 0.0 0.6 0.4
H -1.948108 -0.692507 3.836682 0.0 -0.1 0.6
H -1.999337 -2.019208 2.643133 0.0 0.6 -0.2
H -0.464119 -1.621173 3.317802 -0.2 0.4 0.2
H -3.042724 0.657374 2.502401 -0.4 0.2 0.3
H -2.198778 1.551829 1.217935 -0.3 -0.8 0.0
H -2.969081 -0.116353 0.936647 0.0 0.2 -0.4
H -1.661660 1.694992 3.973595 0.5 0.1 -0.3
H 0.029767 3.175092 5.001096 0.0 0.0 0.3
H 2.414628 3.023403 4.304205 0.2 0.0 0.2
H 3.119554 1.361714 2.698028 -0.7 0.1 -0.3
H 3.586267 -0.526364 3.103492 -0.2 -0.3 -0.1
H 5.563944 -1.917240 2.767203 -0.4 0.2 -0.5
H 5.897778 -3.002039 0.570751 0.4 -0.2 -0.2
H 4.190824 -2.858826 -1.174537 0.0 -0.5 -0.8
H 2.395084 -2.619449 -2.758446 0.1 0.2 0.2
H 1.577054 -3.480698 -1.457486 -0.1 -0.7 0.4
H 0.658783 -2.392200 -2.522685 0.3 0.0 0.4
H 3.293528 -0.322139 -2.115218 0.0 -0.3 -0.1
H 1.576307 -0.153920 -2.637307 0.2 0.1 -0.1
H 2.158990 0.611289 -1.146937 0.0 0.0 -0.1
S 0.423885 -3.300568 0.982949 0.8 0.5 0.5
C -1.045998 -4.101187 0.677912 -1.4 -0.2 -0.6
C -1.156716 -5.412764 1.234119 -0.6 -2.2 0.9
N -1.245732 -6.485335 1.699226 0.2 2.1 -0.9
C -2.053262 -3.552254 -0.083397 0.0 -1.1 0.4
S -1.934483 -2.042886 -0.886218 0.2 0.3 0.3
C -3.342303 -4.195080 -0.232673 -1.0 -0.2 0.4
N -4.453666 -4.537058 -0.268054 1.4 0.2 -0.1
O -0.453373 -0.361192 -3.033299 -0.3 -0.1 0.2
C -0.774068 0.450471 -2.176316 0.4 0.2 -0.3
O -0.477854 0.448450 -0.927554 -0.2 0.1 -0.1
C -1.499026 1.684604 -2.619661 0.2 -1.0 -0.6
C -1.707759 1.837989 -3.979699 0.6 -0.8 0.3
C -2.276725 3.007461 -4.368126 -0.4 0.3 -1.2
C -2.734573 3.992208 -3.542813 0.0 0.3 1.4
C -2.562805 3.767897 -2.193470 0.8 -0.6 0.8
C -1.907600 2.624640 -1.730482 -0.8 0.8 1.3
N -2.894286 4.791675 -1.174723 -0.5 0.9 -1.9
O -3.445265 5.797037 -1.611472 0.0 -0.3 0.4
O -2.562395 4.625283 -0.037861 0.1 -0.3 0.9
N -2.417997 3.236267 -5.801140 -0.2 0.3 -0.7
O -1.916872 2.406458 -6.525022 0.0 0.0 -0.5
O -3.010773 4.234644 -6.186195 0.2 -0.4 0.2
H -1.384632 1.044599 -4.664647 -0.2 0.6 0.3
H -3.149190 4.897442 -3.912214 -0.3 0.5 -0.3
H -1.769683 2.443246 -0.653118 0.0 0.3 -0.8

***

Record 2
62
Properties=species:S:1:pos:R:3:forces:R:3 method="wB97M-V/def2-TZVPD" charge=-2 homo_ev="1.04 / 1.04" homo_lumo_gap_ha="0.083 / 0.083"
Pd -0.174999 0.465224 0.042049 -0.2 0.3 -0.1
C 0.294308 -4.244511 12.899277 0.0 0.0 0.0
O 0.203753 -5.016993 11.726876 0.0 0.0 0.0
C 0.182340 -4.334290 10.534382 0.0 0.0 0.0
C 0.250059 -2.955121 10.421011 0.0 0.0 0.0
C 0.221817 -2.367540 9.158049 0.0 0.0 0.0
C 0.122257 -3.128991 8.000585 0.0 0.0 0.0
C 0.057430 -4.521886 8.140612 0.0 0.0 0.0
C 0.087770 -5.114946 9.383494 0.0 0.0 0.0
C 0.085750 -2.544791 6.661656 0.0 0.0 0.0
N 0.107631 -3.233231 5.543056 0.0 0.0 0.0
C 0.056207 -2.303705 4.529197 0.0 0.0 0.0
C -0.000008 -1.030588 5.057165 0.0 0.0 0.0
N 0.021908 -1.200818 6.418790 0.0 0.0 0.0
C -0.072191 0.194268 4.299391 0.0 0.0 0.0
C -0.116308 1.459643 4.789363 0.0 0.0 0.0
C -0.180159 2.566967 3.862025 0.0 0.0 0.0
C -0.202770 2.286446 2.517901 0.0 0.0 0.0
N -0.162624 1.059515 1.984662 0.0 0.0 0.0
C -0.086209 -0.051171 2.871246 0.0 0.0 0.0
C -0.018229 -1.290274 2.321803 0.0 0.0 0.0
N -0.024726 -1.370270 0.911625 0.0 0.0 0.0
C 0.046871 -2.576159 0.342910 0.0 0.0 0.0
C 0.110042 -3.764508 1.033153 0.0 0.0 0.0
C 0.114708 -3.719452 2.463067 0.0 0.0 0.0
C 0.055617 -2.520953 3.096551 0.0 0.0 0.0
H 0.291854 -4.945936 13.730764 0.0 0.0 0.0
H -0.557313 -3.564204 13.000601 0.0 0.0 0.0
H 1.218861 -3.658990 12.926101 0.0 0.0 0.0
H 0.329683 -2.321731 11.293114 0.0 0.0 0.0
H 0.289132 -1.287982 9.097489 0.0 0.0 0.0
H -0.015689 -5.116721 7.240029 0.0 0.0 0.0
H 0.037271 -6.191220 9.490254 0.0 0.0 0.0
H -0.028762 -0.459811 7.092469 0.0 0.0 0.0
H -0.099665 1.642261 5.861111 0.0 0.0 0.0
H -0.221578 3.592461 4.201647 0.0 0.0 0.0
H -0.261351 3.097872 1.797424 0.0 0.0 0.0
H 0.053100 -2.573909 -0.742592 0.0 0.0 0.0
H 0.172361 -4.698815 0.493028 0.0 0.0 0.0
H 0.171275 -4.628761 3.051584 0.0 0.0 0.0
S -0.502015 2.358242 -4.075437 0.0 0.0 0.0
C -0.406314 1.657265 -2.565971 0.0 -0.1 0.0
S -0.153760 -0.017360 -2.228524 0.0 0.0 0.0
S -0.509868 2.497515 -1.057894 0.0 -0.1 0.1
N 4.108385 -1.022900 -0.373552 0.2 -0.1 0.0
C 4.186602 0.119723 -0.527832 -0.1 0.0 -0.2
N 4.293165 1.434980 -0.695576 0.0 0.0 0.2
C 5.481957 1.941209 -1.371379 0.0 0.0 0.0
C 5.226234 2.181901 -2.854804 0.0 0.0 0.0
C 4.017663 3.098242 -3.032863 0.0 0.0 0.0
C 2.792989 2.509274 -2.340025 0.0 0.0 0.0
C 3.057760 2.220102 -0.870445 0.0 0.0 -0.1
H 6.294431 1.231917 -1.213380 0.0 0.0 0.0
H 5.761879 2.884739 -0.887218 0.0 0.0 0.0
H 5.024767 1.219854 -3.336363 0.0 0.0 0.0
H 6.124354 2.603353 -3.317820 0.0 0.0 0.0
H 3.806510 3.250596 -4.093562 0.0 0.0 0.0
H 4.247693 4.083601 -2.606133 0.0 0.0 0.0
H 2.499671 1.577128 -2.832844 0.0 0.0 0.0
H 1.931497 3.170997 -2.425879 0.0 0.0 0.0
H 2.230360 1.658519 -0.437429 0.0 0.0 0.0
H 3.173028 3.147334 -0.298639 0.0 0.0 0.0

***

Record 3
62
Properties=species:S:1:pos:R:3:forces:R:3 method="wB97M-V/def2-TZVPD" charge=+3 s_squared=0.822 homo_ev="-16.48 / -16.43" multiplicity=2 homo_lumo_gap_ha="0.218 / 0.194"
Ir -0.676923 1.387039 -0.575767 -0.1 0.7 0.4
S -2.080904 0.191392 0.918239 0.7 1.0 -0.1
C -2.094748 -1.456743 0.347669 0.0 -0.3 -0.3
C -3.288952 -2.174696 0.451362 0.1 0.1 0.0
C -3.319313 -3.517356 0.104991 0.1 0.0 0.0
C -2.180169 -4.151429 -0.379370 0.0 0.0 0.0
C -0.988375 -3.450149 -0.497391 0.0 -0.1 0.0
C -0.953884 -2.107300 -0.141911 0.0 0.2 0.3
As 0.628113 -1.061006 -0.342743 -0.4 -0.6 -0.6
C 2.109872 -2.241903 -0.621652 0.1 0.2 0.3
C 2.779757 -2.334017 -1.838195 0.0 0.0 0.0
C 3.810764 -3.253325 -1.954538 0.0 0.0 0.0
C 4.184320 -4.032512 -0.865262 0.0 0.0 0.0
C 3.517573 -3.921425 0.350782 0.0 0.0 0.0
C 2.482423 -3.011884 0.484702 0.0 0.0 0.0
C 0.329421 -0.123926 -2.016032 -0.2 0.2 0.1
C -0.795280 -0.432878 -2.816806 0.2 -0.3 -0.2
C -0.853285 0.007939 -4.126719 0.0 0.0 0.0
C 0.190247 0.759877 -4.654357 0.0 0.0 0.0
C 1.308031 1.084030 -3.878157 0.0 0.0 0.0
C 1.385126 0.647433 -2.574222 -0.1 0.1 0.1
H -4.176824 -1.682167 0.826687 0.0 0.0 0.0
H -4.241205 -4.073726 0.208462 0.0 0.0 0.0
H -2.218540 -5.191245 -0.674142 0.0 0.0 0.0
H -0.102056 -3.945915 -0.873131 0.0 0.0 0.0
H 2.492109 -1.734308 -2.691517 0.0 0.0 0.0
H 4.322473 -3.363368 -2.901101 0.0 0.0 0.0
H 5.004533 -4.730930 -0.963572 0.0 0.0 0.0
H 3.804294 -4.541614 1.189066 0.0 0.0 0.0
H 1.947078 -2.929595 1.425004 0.0 0.0 0.0
H -1.585006 -1.058993 -2.419484 0.0 0.0 0.1
H -1.702090 -0.251196 -4.746130 0.0 0.0 0.0
H 0.145772 1.088632 -5.685045 0.0 0.0 0.0
H 2.118566 1.658804 -4.305632 0.0 0.0 0.0
H 2.264815 0.867282 -1.979699 0.0 0.0 0.0
S 1.377552 1.811839 0.570248 -0.3 -0.2 -0.2
C 1.335248 1.295595 2.265511 -0.2 0.0 0.0
N 0.654599 1.985062 3.153714 0.0 0.0 0.0
C 0.742435 1.734339 4.603591 0.0 -0.1 0.1
C 1.017772 0.258051 4.831713 0.0 0.0 -0.1
C 2.235840 -0.168461 4.029887 0.0 0.0 0.1
N 2.076492 0.269417 2.629869 0.1 0.0 0.0
H 0.137717 2.783591 2.826166 0.0 0.0 0.0
H -0.197969 2.039422 5.056218 0.0 0.0 0.0
H 1.538263 2.355416 5.018195 0.0 0.0 0.0
H 0.148529 -0.330561 4.533112 0.0 0.0 0.0
H 1.197203 0.077853 5.889557 0.0 0.0 0.0
H 2.345343 -1.251071 4.028017 0.0 0.0 0.0
H 3.151566 0.266198 4.433069 0.0 0.0 0.0
H 2.666035 -0.147756 1.924978 0.0 0.0 0.0
Se -3.991873 2.027014 -2.773364 0.0 -0.1 -0.1
N -4.468063 3.610421 -2.222308 0.0 0.1 0.1
C -3.607812 4.032810 -1.304931 0.0 -0.1 -0.1
C -3.572118 5.261361 -0.581793 0.0 0.0 0.1
C -2.544083 5.431946 0.303654 -0.1 0.0 -0.1
C -1.562280 4.422543 0.516160 0.1 0.0 0.0
N -1.576010 3.280821 -0.132541 0.1 -0.7 0.1
C -2.572214 3.107855 -1.036350 -0.3 0.2 -0.1
N -2.554623 1.973751 -1.700843 0.3 -0.4 0.1
H -4.329465 6.018924 -0.736857 0.0 0.0 0.0
H -2.456724 6.349803 0.867562 0.0 0.0 0.0
H -0.759096 4.584992 1.223376 0.0 0.0 0.0

***

Record 4
65
Properties=species:S:1:pos:R:3:forces:R:3 method="wB97M-V/def2-TZVPD" charge=-1 s_squared=0.796 homo_ev="-4.19 / -3.57" multiplicity=2 homo_lumo_gap_ha="0.251 / 0.229"
V 0.003261 -0.698851 -1.691835 -0.2 0.7 -0.2
O 2.032913 -4.229970 -0.347363 0.1 -0.1 0.0
As 1.277549 -2.685447 0.084513 0.3 0.0 0.0
O 1.890590 -2.101879 1.479407 0.0 0.0 0.0
O 1.610815 -1.759754 -1.292414 -0.2 -0.3 0.3
C -0.493659 -3.416657 0.508068 0.1 0.0 0.0
C -0.435607 -4.049062 1.747252 0.0 0.0 0.1
C -1.537088 -4.708190 2.270851 0.0 0.0 0.0
C -2.724802 -4.742782 1.560437 0.0 0.0 0.0
C -2.806002 -4.100621 0.334067 -0.1 0.0 0.1
C -1.703137 -3.436405 -0.184588 -0.1 0.0 0.0
S -1.988197 -2.529363 -1.688434 0.2 0.0 -0.2
O -3.161619 -3.064166 -2.312604 0.1 0.0 0.1
O -2.087573 -1.105689 -1.276235 0.0 -0.1 -0.1
O -0.722880 -2.636688 -2.456246 -0.1 0.1 0.1
H 2.557381 -4.074903 -1.142185 0.0 0.0 0.0
H 0.487962 -3.996879 2.310844 0.0 0.0 0.0
H -1.464081 -5.191754 3.236801 0.0 0.0 0.0
H -3.588604 -5.259283 1.959009 0.0 0.0 0.0
H -3.723979 -4.100389 -0.237276 0.0 0.0 0.0
O -0.666008 3.100106 -3.377304 0.0 -0.1 0.1
C -0.756603 2.241560 -2.505133 0.0 0.2 -0.2
O -0.336351 1.039541 -2.645718 0.0 -0.3 0.1
C -1.443627 2.635593 -1.205783 -0.1 0.1 0.0
C -2.384374 3.658556 -1.325765 0.0 0.0 0.0
C -3.072409 4.136925 -0.226184 0.0 0.0 0.0
C -2.802877 3.612290 1.028524 0.0 0.0 0.0
C -1.859832 2.607699 1.163642 0.0 0.0 0.0
C -1.178821 2.093900 0.057315 0.0 0.0 0.0
P 0.078470 0.774321 0.291389 0.1 -0.1 -0.3
C 1.623911 1.712660 0.548720 0.0 0.0 0.0
C 2.799189 0.976869 0.720208 0.0 0.0 0.0
C 4.009497 1.634915 0.863205 0.0 0.0 0.0
C 4.066146 3.022180 0.819566 0.0 0.0 0.0
C 2.903717 3.754765 0.641772 0.0 0.0 0.0
C 1.684485 3.102429 0.510929 0.0 0.0 0.0
C -0.359015 0.147171 1.949612 0.0 0.0 0.0
C -1.504623 -0.643728 2.031032 0.0 0.0 0.0
C -1.904488 -1.173653 3.246140 0.0 0.0 0.0
C -1.156028 -0.929196 4.389964 0.0 0.0 0.0
C -0.011607 -0.149308 4.311666 0.0 0.0 0.0
C 0.385778 0.390049 3.096118 0.0 0.0 0.0
H -2.551670 4.070823 -2.310815 0.0 0.0 0.0
H -3.809801 4.921163 -0.345647 0.0 0.0 0.0
H -3.322994 3.983267 1.903150 0.0 0.0 0.0
H -1.650437 2.210052 2.147358 0.0 0.0 0.0
H 2.753714 -0.106652 0.762105 0.0 0.0 0.0
H 4.915264 1.057153 0.998995 0.0 0.0 0.0
H 5.017660 3.530509 0.919064 0.0 0.0 0.0
H 2.940390 4.836280 0.600938 0.0 0.0 0.0
H 0.781911 3.682986 0.367893 0.0 0.0 0.0
H -2.079285 -0.846700 1.133791 0.0 0.0 0.0
H -2.792351 -1.792089 3.295118 0.0 0.0 0.0
H -1.460380 -1.353319 5.339123 0.0 0.0 0.0
H 0.582780 0.033512 5.198323 0.0 0.0 0.0
H 1.288696 0.984529 3.042038 0.0 0.0 0.0
C 2.392719 1.832832 -4.285753 0.0 0.0 0.0
S 2.672102 0.208102 -3.560893 0.0 0.0 0.1
C 1.601145 -0.754019 -4.644511 0.0 0.0 -0.1
H 2.764044 1.876967 -5.310972 0.0 0.0 0.0
H 2.939993 2.556539 -3.682638 0.0 0.0 0.0
H 1.332902 2.084157 -4.250937 0.0 0.0 0.0
H 0.597437 -0.326360 -4.641109 0.0 0.0 0.0
H 1.559337 -1.771074 -4.256302 0.0 0.0 0.0
H 1.989050 -0.775568 -5.664305 0.0 0.0 0.0